Entry 1:
{
  "formula": "C69H60FeNP2SbSi",
  "method": "wB97M-V/def2-TZVPD",
  "elements": ["Fe", "C", "Si", "C", "C", "C", "C", "C", "C", "P", "C", "C", "C", "C", "C", "C", "C", "C", "C", "C", "C", "C", "C", "C", "C", "C", "C", "C", "P", "C", "C", "C", "C", "C", "C", "C", "C", "C", "C", "C", "C", "H", "H", "H", "H", "H", "H", "H", "H", "H", "H", "H", "H", "H", "H", "H", "H", "H", "H", "H", "H", "H", "H", "H", "H", "H", "H", "H", "H", "H", "H", "H", "C", "C", "C", "C", "N", "C", "C", "C", "C", "C", "C", "C", "H", "H", "H", "H", "H", "H", "H", "H", "C", "C", "C", "C", "C", "C", "C", "Sb", "C", "C", "C", "C", "C", "C", "C", "C", "C", "C", "C", "C", "C", "C", "H", "H", "H", "H", "H", "H", "H", "H", "H", "H", "H", "H", "H", "H", "H", "H", "H", "H", "H", "H", "H"],
  "coordinates": [[0.584, 0.680, 0.641], [4.056, 1.011, 1.758], [2.232, 0.685, 2.197], [2.274, -1.045, 3.005], [3.350, -1.610, 3.695], [3.302, -2.929, 4.135], [2.175, -3.704, 3.891], [1.084, -3.158, 3.224], [1.136, -1.838, 2.786], [-0.222, -0.925, 1.969], [-1.495, -2.257, 1.519], [-2.190, -2.877, 2.693], [-2.280, -4.197, 2.848], [-1.666, -5.136, 1.898], [-0.992, -4.713, 0.831], [-0.854, -3.259, 0.491], [-1.068, -0.168, 3.427], [-0.588, -0.235, 4.732], [-1.321, 0.305, 5.785], [-2.560, 0.883, 5.555], [-3.051, 0.953, 4.257], [-2.297, 0.460, 3.203], [1.948, 2.056, 3.489], [2.709, 2.207, 4.650], [2.599, 3.345, 5.438], [1.735, 4.364, 5.057], [0.960, 4.231, 3.912], [1.060, 3.078, 3.130], [0.015, 2.734, 1.653], [-1.136, 4.183, 1.730], [-2.174, 4.112, 2.661], [-3.075, 5.158, 2.806], [-2.957, 6.290, 2.011], [-1.927, 6.371, 1.084], [-1.021, 5.325, 0.944], [1.029, 3.112, 0.193], [-0.474, 1.965, -2.158], [0.243, 1.987, -3.446], [1.569, 2.669, -3.321], [2.487, 3.801, -1.563], [1.979, 4.012, -0.127], [4.602, 1.403, 2.623], [4.137, 1.752, 0.954], [4.549, 0.092, 1.425], [4.245, -1.018, 3.878], [4.150, -3.357, 4.660], [2.146, -4.737, 4.220], [0.202, -3.764, 3.052], [-2.641, -2.217, 3.422], [-2.795, -4.603, 3.711], [-1.758, -6.198, 2.096], [-0.515, -5.434, 0.173], [0.207, -3.040, 0.319], [0.361, -0.712, 4.941], [-0.924, 0.260, 6.792], [-3.139, 1.279, 6.381], [-4.019, 1.404, 4.066], [-2.670, 0.555, 2.187], [3.395, 1.415, 4.945], [3.192, 3.446, 6.341], [1.661, 5.266, 5.655], [0.277, 5.026, 3.639], [-2.255, 3.237, 3.292], [-3.869, 5.089, 3.540], [-3.663, 7.106, 2.114], [-1.822, 7.254, 0.465], [-0.219, 5.407, 0.221], [-1.269, 1.251, -1.973], [-0.151, 1.548, -4.355], [2.284, 2.344, -4.081], [3.568, 3.949, -1.619], [2.449, 4.685, 0.584], [4.071, -1.175, -1.125], [4.709, -0.150, -1.808], [4.025, 1.032, -2.014], [2.724, 1.174, -1.536], [2.125, 0.198, -0.847], [2.793, -0.952, -0.659], [1.948, 2.414, -1.867], [1.804, 4.236, -2.950], [0.561, 5.067, -2.964], [-0.546, 4.620, -2.392], [-0.597, 3.364, -1.615], [0.603, 2.505, -1.150], [4.554, -2.129, -0.952], [5.720, -0.276, -2.178], [4.477, 1.852, -2.561], [2.263, -1.718, -0.101], [2.559, 4.673, -3.602], [0.566, 6.003, -3.514], [-1.463, 5.201, -2.422], [-1.300, 3.415, -0.788], [-1.053, -2.417, -5.619], [-2.235, -1.781, -4.930], [-3.383, -1.553, -5.696], [-4.530, -0.998, -5.154], [-4.556, -0.665, -3.806], [-3.425, -0.879, -3.037], [-2.254, -1.435, -3.575], [-0.691, -1.373, -2.062], [0.959, -2.607, -2.755], [1.175, -3.874, -2.209], [2.296, -4.625, -2.535], [3.231, -4.104, -3.421], [3.036, -2.838, -3.952], [1.918, -2.070, -3.625], [1.792, -0.695, -4.242], [-1.802, -2.700, -0.650], [-2.458, -1.728, 0.387], [-3.928, -1.885, 0.621], [-4.647, -2.767, -0.067], [-4.034, -3.647, -1.070], [-2.725, -3.660, -1.338], [-2.175, -4.631, -2.343], [-1.371, -3.298, -6.182], [-0.291, -2.729, -4.913], [-0.601, -1.722, -6.334], [-3.367, -1.818, -6.749], [-5.401, -0.832, -5.777], [-5.444, -0.236, -3.355], [-3.461, -0.615, -1.981], [0.455, -4.291, -1.518], [2.434, -5.609, -2.101], [4.103, -4.682, -3.701], [3.767, -2.429, -4.644], [2.581, -0.037, -3.871], [0.839, -0.214, -4.017], [1.897, -0.754, -5.327], [-2.258, -0.672, 0.176], [-4.387, -1.243, 1.368], [-5.713, -2.864, 0.110], [-4.690, -4.326, -1.606], [-1.526, -5.369, -1.863], [-1.583, -4.124, -3.109], [-2.985, -5.171, -2.832]],
  "forces_ev_per_angstrom": [[-0.130, 1.125, -1.350], [-0.084, -0.011, -0.317], [0.511, 0.097, 0.516], [-0.126, -0.031, -0.071], [0.014, 0.033, 0.005], [0.019, 0.081, -0.019], [-0.053, 0.050, -0.029], [-0.015, -0.065, 0.034], [0.121, 0.040, -0.037], [-0.209, -0.404, 0.693], [0.339, 0.338, -0.460], [0.137, -0.045, 0.052], [0.012, -0.072, -0.143], [-0.108, -0.009, 0.072], [0.033, 0.096, 0.033], [-0.281, 0.070, -0.050], [-0.096, 0.148, -0.107], [0.048, -0.039, -0.037], [-0.004, -0.009, -0.039], [0.032, -0.030, -0.015], [-0.020, 0.008, -0.043], [0.009, -0.059, -0.100], [-0.060, -0.032, -0.075], [-0.060, -0.025, -0.023], [0.013, -0.062, -0.043], [-0.020, 0.019, -0.037], [-0.039, -0.008, -0.061], [-0.077, -0.164, 0.180], [0.668, 0.648, -0.032], [-0.436, -0.425, 0.078], [0.056, 0.041, -0.008], [0.014, -0.050, 0.019], [-0.003, 0.000, -0.005], [0.063, -0.031, 0.011], [0.135, 0.018, 0.021], [-0.074, 0.162, -0.112], [-0.706, 1.260, -1.608], [-0.086, -0.460, 0.229], [-0.528, -0.225, 0.171], [-0.027, 0.000, 0.068], [0.424, -0.109, 0.200], [-0.119, -0.070, -0.055], [0.019, -0.067, 0.119], [-0.019, 0.114, -0.011], [-0.091, -0.079, -0.046], [-0.061, 0.038, -0.039], [-0.018, 0.059, -0.021], [0.149, 0.060, 0.026], [-0.017, 0.022, -0.008], [-0.030, 0.011, -0.045], [0.032, 0.049, 0.000], [-0.016, 0.030, 0.018], [0.033, -0.023, -0.091], [0.009, 0.000, -0.024], [0.007, -0.020, -0.033], [0.025, -0.007, -0.035], [0.050, -0.002, -0.016], [-0.024, 0.010, 0.069], [-0.027, 0.088, -0.021], [-0.044, -0.020, -0.058], [-0.020, -0.064, -0.033], [0.021, -0.022, -0.007], [-0.062, -0.021, 0.035], [0.031, -0.014, -0.030], [0.051, -0.051, -0.001], [0.006, -0.056, 0.014], [-0.035, -0.003, -0.023], [0.009, 0.218, 0.194], [-0.027, 0.145, 0.197], [0.147, 0.102, 0.031], [0.013, -0.038, 0.020], [-0.115, 0.046, -0.055], [-0.032, -0.183, 0.079], [-0.018, 0.128, -0.046], [0.065, -0.065, -0.009], [-0.360, 0.397, -0.076], [-0.092, -0.527, 0.936], [0.037, -0.121, 0.016], [-0.017, 0.062, -0.074], [0.009, 0.123, -0.083], [0.236, 0.012, 0.018], [0.033, -0.126, 0.191], [-0.399, -0.675, -0.088], [0.625, -0.554, 1.180], [-0.079, 0.065, -0.005], [-0.047, 0.012, 0.016], [-0.060, -0.029, 0.023], [0.081, 0.004, -0.019], [0.060, 0.084, 0.057], [-0.055, -0.056, 0.019], [0.017, -0.033, -0.037], [0.038, -0.025, 0.174], [-0.079, 0.082, -0.020], [0.012, -0.090, 0.029], [-0.011, -0.004, 0.014], [0.004, -0.018, 0.034], [0.050, -0.033, 0.041], [0.069, -0.014, -0.017], [0.046, 0.271, 0.112], [0.088, -0.249, -0.117], [-0.171, -0.021, 0.079], [0.067, 0.024, -0.045], [0.003, 0.027, 0.054], [-0.027, 0.027, -0.002], [-0.015, -0.079, 0.021], [0.052, 0.083, -0.218], [-0.033, -0.543, -0.066], [0.316, -0.083, -0.014], [-0.060, -0.221, 0.194], [0.042, 0.023, 0.031], [0.101, -0.071, -0.079], [-0.229, 0.006, 0.092], [-0.014, -0.040, 0.091], [0.030, 0.040, 0.112], [0.002, 0.043, 0.019], [0.073, -0.005, 0.023], [0.011, -0.033, 0.078], [0.012, -0.007, 0.056], [0.053, -0.003, 0.022], [0.022, -0.025, -0.027], [-0.003, 0.015, -0.106], [-0.013, -0.036, -0.050], [0.005, 0.027, -0.032], [-0.018, 0.016, 0.024], [-0.051, -0.016, 0.048], [-0.130, -0.062, -0.061], [0.285, -0.002, -0.028], [0.030, -0.045, -0.031], [0.044, 0.150, -0.055], [-0.009, -0.056, -0.043], [0.048, 0.037, -0.021], [0.053, 0.056, 0.020], [0.009, 0.017, -0.028], [0.014, -0.007, -0.018], [0.005, 0.016, -0.013]],
  "orbital_gap_ev": [4.46, 4.46],
  "energy_ev": -141388.5002,
  "charge": 0
}

Entry 2:
{
  "formula": "C2H8N2O3S",
  "method": "wB97M-V/def2-TZVPD",
  "elements": ["N", "S", "O", "O", "O", "H", "H", "H", "H", "N", "C", "C", "H", "H", "H", "H"],
  "coordinates": [[-3.584, -0.199, 0.053], [-1.976, -0.192, 0.069], [-1.572, -0.293, 1.427], [-1.511, -1.150, -0.874], [-1.698, 1.302, -0.430], [-4.039, 0.337, 0.812], [-3.997, -0.084, -0.948], [-0.730, 1.246, -0.294], [0.832, 0.872, 1.101], [0.832, 1.259, 0.195], [1.331, 0.474, -0.622], [1.930, -0.870, -0.489], [1.276, 0.827, -1.724], [1.382, -1.731, -0.896], [2.888, -0.812, -1.086], [2.208, -1.062, 0.548]],
  "forces_ev_per_angstrom": [[-1.968, 0.165, -1.894], [-1.563, 0.690, 0.048], [0.452, -0.024, 0.599], [0.319, 0.093, -0.466], [-0.477, -1.717, 0.074], [0.504, -0.395, -0.939], [0.925, -0.179, 2.695], [1.077, 1.737, -0.231], [0.073, -0.511, 1.795], [-0.259, 1.262, 0.386], [0.031, -0.681, -4.311], [1.976, -0.164, 0.013], [0.134, -0.483, 1.532], [-0.305, 0.641, 0.071], [-0.808, -0.241, 0.612], [-0.111, -0.194, 0.017]],
  "orbital_gap_ev": 11.23,
  "energy_ev": -22160.6810,
  "de_lowest_kj_mol": 75.8,
  "charge": 0
}

Entry 3:
{
  "formula": "C28H43BLiN6",
  "method": "wB97M-V/def2-TZVPD",
  "elements": ["Li", "C", "C", "C", "C", "C", "C", "N", "N", "B", "N", "C", "C", "C", "N", "C", "C", "C", "N", "C", "C", "C", "N", "C", "C", "C", "H", "H", "H", "H", "H", "H", "H", "H", "H", "H", "H", "H", "H", "H", "H", "H", "H", "H", "H", "H", "H", "H", "H", "H", "H", "H", "H", "H", "C", "C", "C", "C", "C", "C", "C", "C", "C", "C", "H", "H", "H", "H", "H", "H", "H", "H", "H", "H", "H", "H", "H", "H", "H"],
  "coordinates": [[-0.414, 0.561, 0.530], [-2.804, 3.119, 0.260], [-2.418, 3.274, -1.210], [-1.123, 4.070, -1.379], [-2.301, 1.942, -1.886], [-2.921, 1.547, -3.082], [-2.496, 0.251, -3.267], [-1.682, -0.076, -2.253], [-1.548, 0.961, -1.397], [-1.027, -1.466, -2.049], [0.498, -1.335, -2.239], [1.159, -0.339, -2.862], [2.424, -0.791, -3.164], [2.443, -2.114, -2.676], [1.278, -2.430, -2.129], [3.578, -3.095, -2.678], [4.140, -3.289, -4.086], [4.683, -2.666, -1.711], [-1.429, -2.032, -0.674], [-2.071, -3.188, -0.453], [-2.449, -3.229, 0.873], [-1.994, -2.009, 1.404], [-1.365, -1.307, 0.464], [-2.242, -1.410, 2.756], [-2.190, -2.449, 3.870], [-3.582, -0.667, 2.759], [-2.955, 4.096, 0.726], [-2.016, 2.604, 0.814], [-3.725, 2.540, 0.359], [-3.225, 3.811, -1.720], [-0.293, 3.518, -0.938], [-1.193, 5.043, -0.887], [-0.902, 4.229, -2.436], [-3.586, 2.125, -3.701], [-2.713, -0.470, -4.038], [-1.487, -2.211, -2.885], [0.688, 0.614, -3.039], [3.220, -0.238, -3.636], [3.160, -4.044, -2.331], [4.555, -2.352, -4.467], [3.362, -3.614, -4.778], [4.940, -4.034, -4.087], [5.086, -1.693, -2.002], [5.503, -3.388, -1.708], [4.298, -2.571, -0.695], [-2.212, -3.892, -1.256], [-2.981, -4.018, 1.377], [-1.455, -0.673, 2.916], [-2.969, -3.205, 3.740], [-2.348, -1.976, 4.843], [-1.225, -2.956, 3.888], [-4.408, -1.356, 2.562], [-3.591, 0.100, 1.983], [-3.756, -0.184, 3.724], [0.596, 2.396, 1.692], [1.488, 1.851, 0.742], [1.743, 0.512, 1.110], [1.027, 0.227, 2.287], [0.305, 1.386, 2.642], [-0.566, 1.590, 3.850], [1.130, -1.076, 3.020], [2.681, -0.445, 0.436], [2.135, 2.562, -0.412], [0.241, 3.841, 1.897], [-0.207, 2.416, 4.476], [-0.588, 0.699, 4.482], [-1.605, 1.824, 3.591], [2.176, -1.319, 3.238], [0.725, -1.914, 2.442], [0.605, -1.052, 3.978], [3.594, -0.607, 1.024], [2.986, -0.082, -0.546], [2.220, -1.423, 0.278], [1.876, 3.623, -0.423], [1.842, 2.144, -1.380], [3.227, 2.502, -0.360], [0.839, 4.283, 2.704], [-0.807, 3.980, 2.177], [0.419, 4.444, 1.006]],
  "forces_ev_per_angstrom": [[0.034, 0.067, -0.072], [-0.009, 0.035, 0.003], [-0.006, 0.017, 0.051], [0.004, -0.017, 0.035], [-0.013, 0.101, -0.025], [-0.015, 0.000, 0.011], [0.013, -0.071, -0.041], [0.050, -0.248, -0.035], [0.023, 0.054, 0.058], [-0.067, 0.049, 0.003], [-0.035, 0.074, 0.011], [0.004, -0.032, 0.012], [0.020, 0.027, 0.002], [0.037, 0.025, 0.083], [-0.013, -0.042, -0.052], [-0.004, -0.020, -0.018], [0.009, -0.010, -0.004], [-0.019, 0.019, 0.008], [0.044, 0.017, 0.025], [0.017, 0.027, 0.088], [-0.023, 0.004, -0.003], [0.050, -0.037, -0.154], [-0.124, 0.033, 0.094], [-0.002, 0.031, -0.042], [0.024, -0.024, 0.013], [0.041, 0.021, -0.011], [0.003, -0.005, 0.001], [0.004, -0.008, -0.004], [-0.005, -0.001, 0.000], [0.005, 0.001, -0.005], [-0.046, 0.021, -0.009], [0.003, 0.009, 0.001], [0.001, 0.000, -0.004], [-0.001, -0.004, 0.008], [-0.004, -0.004, -0.002], [0.000, 0.016, -0.013], [-0.011, -0.009, -0.007], [0.002, 0.000, -0.006], [0.002, 0.000, 0.001], [0.000, 0.006, 0.001], [-0.003, -0.002, 0.002], [0.002, -0.002, -0.004], [0.009, -0.002, -0.001], [0.004, -0.008, -0.001], [-0.005, 0.002, -0.011], [0.010, -0.006, -0.007], [-0.008, -0.007, 0.005], [0.001, -0.019, 0.026], [-0.006, 0.008, -0.012], [0.006, 0.007, -0.002], [0.001, -0.011, 0.002], [-0.005, -0.009, 0.006], [-0.016, 0.001, -0.001], [-0.001, -0.004, 0.005], [-0.053, 0.091, 0.049], [0.102, 0.029, -0.106], [0.156, -0.094, -0.157], [0.019, 0.007, 0.108], [-0.238, -0.094, 0.082], [0.041, 0.014, 0.068], [-0.031, -0.043, 0.033], [0.005, 0.022, -0.028], [0.020, 0.025, -0.003], [-0.007, -0.010, -0.006], [0.011, 0.000, 0.001], [0.001, 0.019, -0.002], [-0.003, 0.002, -0.003], [-0.002, -0.002, -0.005], [-0.008, -0.001, 0.004], [-0.014, -0.001, -0.002], [-0.008, 0.006, 0.012], [0.000, 0.006, -0.006], [0.000, -0.042, -0.013], [0.013, -0.009, 0.000], [0.010, 0.009, 0.003], [0.007, -0.003, 0.001], [0.005, -0.010, 0.000], [-0.006, 0.002, -0.012], [-0.005, 0.007, -0.027]],
  "orbital_gap_ev": 6.45,
  "energy_ev": -39562.3727,
  "de_lowest_kj_mol": 0.0,
  "charge": -1
}